a) 135
Properties=species:S:1:pos:R:3 method="wB97M-V/def2-TZVPD" charge=+1 gap_ev=6.86 homo_energy_ev=-8.852
C 2.8875 1.0147 3.3162
C 3.0095 2.4755 2.9324
C 2.7118 2.5475 1.4382
N 2.6596 3.9157 0.7748
C 2.1854 3.6381 -0.6640
C 1.8062 4.8363 -1.5239
C 0.9088 5.8434 -0.8143
C 1.4088 6.1154 0.5793
C 1.6568 4.8581 1.4123
C 4.0135 4.5538 0.8352
H 3.7095 0.3730 3.0007
H 1.9730 0.6444 2.8535
H 2.8452 0.8781 4.3985
H 4.0786 2.7374 2.9665
H 2.5931 3.2103 3.6186
H 1.7232 2.1401 1.2145
H 3.4222 1.9872 0.8330
H 1.3982 2.9002 -0.5065
H 2.9736 3.0702 -1.1609
H 1.3621 4.4554 -2.4442
H 2.7422 5.3433 -1.7698
H -0.1428 5.5472 -0.7416
H 0.8836 6.7602 -1.4047
H 0.7477 6.7649 1.1571
H 2.3408 6.6919 0.5770
H 0.7599 4.2374 1.4667
H 1.9996 5.1532 2.3998
H 4.2267 4.8337 1.8673
H 4.0109 5.4652 0.2494
H 4.7814 3.8292 0.5770
C 3.3674 -5.5858 -5.4911
C 3.4028 -4.3939 -4.5431
C 2.0217 -3.9212 -4.0989
N 2.0715 -2.7892 -3.0965
C 3.0298 -1.6729 -3.4675
C 2.5558 -0.8453 -4.6427
C 1.1918 -0.2783 -4.3020
C 0.1851 -1.3954 -3.9453
C 0.6932 -2.2630 -2.8127
C 2.6257 -3.2681 -1.7774
H 2.8464 -6.4549 -5.0773
H 4.3472 -5.9239 -5.8130
H 2.7283 -5.3467 -6.3473
H 3.9228 -3.5950 -5.0827
H 4.1160 -4.6218 -3.7465
H 1.5390 -4.7247 -3.5458
H 1.5236 -3.5395 -4.9829
H 4.0521 -2.0200 -3.6151
H 3.0946 -1.1013 -2.5406
H 2.4179 -1.4259 -5.5614
H 3.2550 -0.0514 -4.9031
H 0.7686 0.3569 -5.0808
H 1.2789 0.4101 -3.4553
H -0.0307 -1.9917 -4.8368
H -0.7430 -0.9082 -3.6451
H -0.0278 -3.0474 -2.5747
H 0.7977 -1.5793 -1.9738
H 3.6058 -3.7021 -1.9680
H 1.9236 -4.0587 -1.5042
H 2.7416 -2.5707 -0.9530
C -4.3762 3.8216 -4.6447
C -3.3794 3.2499 -3.6308
C -4.1197 2.6142 -2.4574
N -3.2652 2.0390 -1.3362
C -2.3702 3.1056 -0.7787
C -1.6500 2.7493 0.5111
C -2.6294 2.3031 1.5730
C -3.4118 1.1008 1.0464
C -4.1410 1.4211 -0.2768
C -2.4350 0.9381 -2.0024
H -4.9423 2.9772 -5.0510
H -3.8919 4.3364 -5.4664
H -5.1356 4.4299 -4.1498
H -2.6668 4.0132 -3.3230
H -2.8387 2.4414 -4.1235
H -4.7589 1.7999 -2.7961
H -4.7044 3.3791 -1.9386
H -3.0367 3.9395 -0.5313
H -1.6304 3.5374 -1.4518
H -1.0859 3.6257 0.8359
H -0.9079 1.9818 0.2850
H -3.2738 3.1048 1.9383
H -2.1064 1.9000 2.4452
H -4.1119 0.6927 1.7746
H -2.6943 0.2950 0.8619
H -4.9906 2.0922 -0.1401
H -4.5968 0.5112 -0.6691
H -1.7758 1.4592 -2.6895
H -3.1483 0.2175 -2.3851
H -1.8297 0.5385 -1.1894
C -0.8675 -3.1237 8.1487
C -0.5998 -3.5395 6.7115
C -1.3072 -2.6107 5.7537
N -1.0563 -2.8994 4.2791
C -1.1863 -4.3673 3.9250
C -2.6366 -4.7725 4.0243
C -3.5831 -3.9249 3.1795
C -3.3845 -2.4422 3.4446
C -1.9040 -2.0455 3.3578
C 0.3468 -2.4918 3.9140
H -0.4375 -2.1371 8.3331
H -0.4472 -3.7955 8.8948
H -1.9355 -3.0737 8.3717
H -0.8925 -4.5750 6.5355
H 0.4726 -3.4713 6.5127
H -0.9203 -1.5926 5.8311
H -2.3823 -2.5716 5.9100
H -0.5050 -4.9740 4.5190
H -0.7738 -4.5143 2.9205
H -2.9544 -4.6334 5.0680
H -2.8824 -5.8182 3.8446
H -4.6050 -4.2247 3.4024
H -3.3545 -4.0987 2.1230
H -3.7434 -2.2059 4.4540
H -4.0324 -1.8490 2.7984
H -1.7174 -0.9836 3.4946
H -1.5922 -2.3076 2.3439
H 0.3672 -2.7789 2.8612
H 1.1531 -3.0289 4.4067
H 0.4354 -1.4170 4.0448
B 0.6763 -0.3003 0.4720
F 2.0088 -0.6530 0.6255
F -0.0569 -1.4988 0.2909
F 0.1782 0.3959 1.5887
F 0.4741 0.4624 -0.7063
O 0.4215 -4.1518 0.7118
C -0.1725 -5.1880 0.0167
O -0.9384 -4.8223 -0.9237
O 0.1604 -6.3609 0.2760
H -0.0165 -3.4451 0.1950
O -0.1819 3.0220 -3.1177
C 0.7398 3.6538 -3.9139
O 1.8596 3.0606 -3.9823
O 0.4050 4.6613 -4.5571
H 0.2947 2.3051 -2.6772

=====

b) 135
Properties=species:S:1:pos:R:3 method="wB97M-V/def2-TZVPD" charge=+1 gap_ev=7.45 homo_energy_ev=-9.399
C 17.9736 9.4963 4.5079
C 19.3481 9.2180 3.9103
C 20.1612 10.4769 3.7429
N 21.6396 10.2652 3.4902
C 22.2675 9.8942 4.8000
C 23.7703 9.7726 4.7022
C 24.3675 11.1339 4.3448
C 23.6894 11.6901 3.0586
C 22.1595 11.6185 3.0703
C 21.8065 9.2372 2.4317
H 18.0181 9.4203 5.5895
H 17.2379 8.8071 4.0984
H 17.5809 10.4718 4.1993
H 19.2639 8.7072 2.9473
H 19.8695 8.4798 4.5225
H 20.1194 11.0811 4.6544
H 19.8204 11.1572 2.9594
H 21.9769 10.6502 5.5289
H 21.7879 8.9576 5.0782
H 24.1706 9.3581 5.6288
H 24.1371 9.1152 3.9173
H 24.1874 11.8927 5.1119
H 25.4159 11.1052 4.0450
H 23.9341 12.7545 3.0444
H 24.0287 11.2159 2.1396
H 21.7032 12.3598 3.7226
H 21.7709 11.7495 2.0593
H 22.8298 9.2814 2.0743
H 21.1538 9.5339 1.6098
H 21.5441 8.2480 2.7974
C 33.0505 10.3196 3.7761
C 31.7743 9.5191 4.0906
C 30.7260 9.7497 3.0061
N 29.4395 9.0744 3.2600
C 28.4559 9.4724 2.1655
C 28.8768 8.9240 0.8376
C 29.0763 7.4215 0.8195
C 29.9622 6.9592 1.9764
C 29.4925 7.5755 3.2710
C 28.8129 9.5207 4.5184
H 32.8069 11.3169 3.3925
H 33.6353 9.8222 3.0044
H 33.6645 10.4923 4.6564
H 31.3522 9.7213 5.0732
H 32.0305 8.4522 4.1176
H 31.0856 9.4439 2.0356
H 30.4628 10.8084 3.0363
H 28.2878 10.5451 2.2045
H 27.5344 8.9618 2.4420
H 29.7849 9.4497 0.4984
H 28.1932 9.2838 0.0630
H 29.4344 7.0799 -0.1428
H 28.1149 6.9556 1.0356
H 31.0040 7.2568 1.8024
H 29.9347 5.8759 2.0798
H 30.0987 7.3142 4.1417
H 28.4719 7.2801 3.5351
H 27.8158 9.0918 4.5939
H 28.7519 10.6058 4.5075
H 29.3809 9.1506 5.3674
C 25.5631 -1.3506 2.2830
C 25.8140 -0.3224 3.3734
C 26.2832 0.9748 2.7317
N 26.4529 2.1260 3.6492
C 25.1793 2.5792 4.2793
C 25.3949 3.7576 5.2044
C 26.4166 3.4524 6.2761
C 27.7077 2.9123 5.6791
C 27.4865 1.8038 4.6842
C 27.0229 3.1836 2.8061
H 26.4544 -1.5193 1.6782
H 24.7812 -1.0176 1.5958
H 25.2627 -2.2996 2.7212
H 26.6262 -0.7494 3.9700
H 24.9708 -0.2223 4.0532
H 25.6046 1.2585 1.9291
H 27.2512 0.7516 2.2840
H 24.7256 1.7342 4.7818
H 24.5578 2.9059 3.4433
H 24.4150 3.8396 5.6880
H 25.5517 4.7202 4.7354
H 26.0458 2.7870 7.0646
H 26.6431 4.3537 6.8545
H 28.3938 2.5372 6.4433
H 28.2802 3.7322 5.2289
H 27.2081 0.8920 5.2063
H 28.3666 1.5754 4.0846
H 26.3519 3.3842 1.9740
H 27.9857 2.8616 2.4259
H 27.1257 4.1478 3.3020
C 23.9893 8.3121 -1.3198
C 23.2556 7.0633 -0.8083
C 24.0269 5.8474 -1.2502
N 23.5109 4.5068 -0.7436
C 24.5464 3.4544 -1.0888
C 24.8205 3.3323 -2.5639
C 23.5430 3.0453 -3.3236
C 22.3424 3.9023 -2.8646
C 22.2160 4.1466 -1.3660
C 23.3896 4.5703 0.7242
H 25.0655 8.2743 -1.1511
H 23.6336 9.1812 -0.7652
H 23.7987 8.4433 -2.3845
H 22.2149 7.1253 -1.1387
H 23.1838 7.1211 0.2793
H 25.0309 5.9088 -0.8304
H 24.0400 5.7624 -2.3286
H 25.4569 3.7019 -0.5416
H 24.0885 2.5337 -0.7141
H 25.3182 4.2324 -2.9236
H 25.5343 2.5217 -2.7030
H 23.7211 3.2907 -4.3704
H 23.2718 1.9903 -3.2658
H 22.4225 4.8672 -3.3832
H 21.4445 3.4624 -3.2958
H 21.5324 4.9642 -1.1640
H 21.9129 3.2006 -0.9142
H 22.7577 5.4146 0.9671
H 24.3917 4.7375 1.1046
H 22.9477 3.6664 1.1324
B 25.2596 7.5112 2.1899
F 25.9616 6.7580 1.2294
F 25.9808 7.5201 3.4255
F 25.0990 8.8395 1.7358
F 24.0132 6.9534 2.4306
O 22.3589 6.6900 4.7932
C 21.1379 6.3030 4.1834
O 21.2269 5.9703 2.9600
O 20.1467 6.3765 4.9178
H 22.9908 6.7292 4.0582
O 28.0389 4.9778 -0.5761
C 28.2879 3.6388 -0.9465
O 27.7353 2.7514 -0.2298
O 28.9903 3.5112 -1.9262
H 27.5162 4.9500 0.2323

=====

Quick one: least stable of them? a)

=====

a) 10
Properties=species:S:1:pos:R:3 method="wB97M-V/def2-TZVPD" multiplicity=2 gap_ev="4.20 / 12.70" homo_energy_ev="-3.565 / -12.372"
O 1.8332 -0.7298 0.6572
H 2.1861 -1.5912 1.0056
H 2.4722 -0.0225 0.9229
H 0.3792 -0.6189 0.2065
C -1.1462 0.8385 -0.7272
O -0.6066 -0.3697 -0.0473
H -1.7888 1.3735 -0.0291
H -0.3273 1.5247 -0.9004
H -1.7230 0.5132 -1.5797
H -1.2788 -0.9178 0.4915

=====

b) 10
Properties=species:S:1:pos:R:3 method="wB97M-V/def2-TZVPD" multiplicity=2 gap_ev="4.09 / 12.57" homo_energy_ev="-3.716 / -12.332"
O 1.8589 -0.1969 0.6198
H 2.6675 -0.7412 0.3896
H 1.9428 -0.2013 1.6767
H 0.9254 0.2524 0.0208
C -1.5196 -0.0597 -0.2323
O -0.1467 0.5731 -0.4575
H -1.4183 -0.7878 0.5497
H -2.3125 0.6712 0.1657
H -1.9376 -0.1931 -1.2518
H -0.0598 0.6833 -1.4808

=====

Quick one: least stable of them? b)

=====

a) 13
Properties=species:S:1:pos:R:3 method="wB97M-V/def2-TZVPD" smiles=NCCCF gap_ev=10.27 homo_energy_ev=-9.197
N 1.2548 -0.9532 -0.0877
C 0.9205 0.4627 0.0655
C -0.5198 0.7042 -0.3051
C -1.4121 -0.2425 0.3947
F -2.5668 -0.4384 -0.2504
H 2.1890 -1.1863 0.3263
H 1.2385 -1.3144 -1.1003
H 1.0405 0.7725 1.0855
H 1.7670 1.0853 -0.4113
H -0.5272 0.4712 -1.3798
H -0.7617 1.7059 -0.1410
H -1.7278 0.1106 1.4470
H -0.8948 -1.1774 0.3565

=====

b) 13
Properties=species:S:1:pos:R:3 method="wB97M-V/def2-TZVPD" gap_ev=10.28 homo_energy_ev=-9.276
C 0.9454 -1.3522 -0.3554
C 0.4763 1.3190 -0.3473
C -1.1776 -0.0855 0.7182
N 0.1286 0.1260 0.4506
F -2.0355 -0.4432 -0.3864
H 0.1282 -1.9344 0.1487
H 0.8538 -1.0287 -1.4203
H 1.8838 -1.2368 0.2165
H 1.5673 1.4107 -0.1475
H 0.1846 1.2246 -1.3575
H -0.1030 2.1281 0.0218
H -1.1130 -0.8832 1.4488
H -1.7390 0.7557 1.0096

=====

Quick one: least stable of them? b)